55
Properties=species:S:1:pos:R:3:lowdin_spin:R:1 method="wB97M-V/def2-TZVPD" total_charge=-1 s_squared=2.02 e_lumo_ha="0.083 / 0.081" mol_weight_g_mol=630.20 fmax_ev_per_a=2.47 e_above_lowest_ev=0.000 gap_ev="5.086 / 6.619" multiplicity=3
H 3.779 -3.748 -0.633 0.011
C -1.150 6.096 -1.894 0.000
Cl -3.067 0.964 6.618 0.000
C -3.601 0.093 -2.620 0.040
C -2.829 0.266 1.088 0.006
H 3.971 1.112 1.636 0.002
H 3.923 -2.215 1.348 -0.002
N 1.815 1.128 -0.657 0.031
H -1.683 7.039 -1.848 0.000
C 4.109 1.260 0.564 0.010
C 2.819 1.125 -0.099 0.023
C -2.319 0.275 -3.116 -0.004
C -3.781 0.073 -1.249 -0.005
C -2.288 0.685 4.052 -0.001
H -0.084 -2.063 -1.481 0.002
C 1.989 -0.514 2.194 0.069
N -1.440 0.395 -0.896 0.010
Se -0.194 3.118 0.864 0.003
Cl 0.033 0.669 7.342 0.000
C -1.271 0.410 -2.234 0.036
H -3.340 0.743 3.817 0.000
H 1.666 -3.678 -2.041 0.003
H 4.782 0.487 0.196 0.001
H -4.439 -0.028 -3.293 0.003
C 0.820 -2.117 -0.887 0.060
C -0.345 4.102 -0.766 0.004
C -0.609 5.665 -3.101 0.000
C -1.861 0.750 5.375 0.001
N 0.893 -1.245 0.156 0.188
Ti -0.008 0.560 0.487 0.918
C 2.034 -1.321 0.960 0.178
O -3.928 0.186 1.619 0.010
C -0.518 0.628 5.689 0.000
H 0.748 2.753 -2.024 0.001
C 3.072 -2.209 0.677 0.014
N 0.813 0.213 2.235 0.005
C 0.020 0.443 3.363 0.005
C -1.360 0.513 3.041 0.004
H -4.749 -0.053 -0.782 -0.001
H 4.516 2.249 0.365 0.003
C 0.431 0.468 4.683 0.000
H -0.709 6.266 -3.997 0.000
H -1.451 5.665 0.189 0.000
C 1.800 -3.010 -1.201 0.078
H -0.254 0.534 -2.579 0.002
O 2.886 -0.528 3.045 0.101
H 1.480 0.370 4.920 0.000
C 2.983 -3.051 -0.403 0.154
N -1.609 0.367 1.659 0.001
C 0.066 4.452 -3.135 0.000
C -1.021 5.326 -0.746 0.000
H -2.126 0.305 -4.179 -0.001
C -2.691 0.237 -0.420 0.037
H 0.501 4.101 -4.066 0.000
C 0.200 3.682 -1.984 0.001

=====

53
Properties=species:S:1:pos:R:3:lowdin_charge:R:1 method="wB97M-V/def2-TZVPD" total_charge=+1 e_lumo_ha=-0.184 mol_weight_g_mol=728.81 fmax_ev_per_a=2.16 gap_ev=5.789
C -3.312 5.664 -0.178 -0.608
C -4.773 -1.335 -0.769 0.016
H 1.285 6.515 -0.091 0.116
C -1.454 -0.252 -0.060 -0.544
C 2.332 -2.324 -2.580 -0.106
C -1.509 3.918 0.042 -0.642
H -1.103 7.249 -0.212 0.133
H 0.974 -3.212 1.615 0.059
C 4.396 -2.098 -3.787 -0.058
H -4.586 -0.690 -1.617 0.133
H 1.338 -2.743 -2.508 0.054
S -2.525 2.513 0.162 0.717
C -0.853 6.201 -0.126 0.033
C 3.122 -2.630 -3.679 -0.062
Se -0.251 -1.841 -0.497 0.854
Se 1.961 1.176 0.043 0.418
C -6.203 -2.780 0.504 -0.021
H -6.775 -1.811 -1.329 0.119
C 3.696 -2.859 3.582 -0.058
N -0.226 3.548 0.089 -0.128
H -3.207 -2.471 2.053 0.130
P 1.831 -0.986 -0.158 0.409
H 1.771 4.080 0.068 0.085
H -5.375 -3.641 2.293 0.118
C 4.327 -1.817 2.916 -0.057
C 2.819 -1.476 -1.590 -0.405
F -4.001 5.267 0.902 0.145
F -3.899 5.114 -1.250 0.147
C 1.913 -2.816 1.973 -0.104
C 4.886 -1.256 -2.797 -0.057
F -3.446 6.991 -0.280 0.152
H 1.997 -4.165 3.634 0.112
C -2.549 -0.854 0.067 -0.145
H 4.478 -0.245 -0.961 0.084
C -3.771 -1.506 0.207 -0.230
H 4.141 -3.275 4.476 0.113
H 5.271 -1.431 3.278 0.114
H 5.882 -0.842 -2.879 0.114
C 2.540 -1.766 1.309 -0.401
C -1.864 5.264 -0.082 -0.102
C -5.989 -1.960 -0.602 -0.041
C 0.481 5.796 -0.064 -0.024
C 3.749 -1.260 1.790 -0.105
C -5.203 -2.982 1.454 -0.043
C 0.757 4.453 0.030 -0.116
Pd -0.482 1.497 0.046 0.414
C -3.995 -2.333 1.325 0.011
H 4.230 -0.422 1.302 0.082
C 2.491 -3.356 3.113 -0.064
H -7.162 -3.265 0.629 0.121
H 2.738 -3.282 -4.451 0.113
H 5.007 -2.330 -4.649 0.114
C 4.100 -0.933 -1.707 -0.106

=====

52
Properties=species:S:1:pos:R:3:lowdin_charge:R:1 method="wB97M-V/def2-TZVPD" e_lumo_ha=-0.028 mol_weight_g_mol=486.57 fmax_ev_per_a=1.14 gap_ev=7.504
C 3.403 -3.999 0.480 -0.391
H -7.730 0.146 -0.572 0.106
O 1.563 -0.079 -0.934 -0.319
C -0.173 3.306 1.943 0.004
N -0.440 -1.217 0.030 -0.017
C 3.086 2.248 -0.983 -0.238
H 4.809 0.630 1.432 0.109
C -5.120 -1.987 -0.777 -0.001
C -4.372 0.217 -0.150 -0.082
C -4.082 -1.119 -0.440 -0.088
H 4.093 -4.741 0.132 0.062
S 2.933 -2.711 -0.561 1.057
C 4.610 0.650 -1.935 -0.085
H 1.381 -2.545 2.679 0.116
C 3.643 1.626 -2.090 -0.053
C -2.705 -1.645 -0.392 -0.260
C -0.067 2.027 -0.464 0.030
H 5.767 -0.497 -0.546 0.101
O -2.451 -2.807 -0.605 0.137
C -1.959 0.681 0.154 -0.092
C -5.689 0.661 -0.200 -0.002
C -1.046 2.290 1.631 -0.004
H 1.620 3.231 -2.185 0.125
H -0.246 3.796 2.900 0.119
H 2.965 -4.631 2.493 0.102
H 3.303 1.889 -3.082 0.113
H 3.103 2.360 1.159 0.109
H -0.083 1.503 -1.407 0.158
O -3.568 2.339 0.529 0.057
C 0.881 3.001 -0.194 -0.174
C 1.951 -2.805 1.807 -0.142
H -1.801 1.947 2.319 0.154
C 5.030 0.283 -0.669 -0.106
C 4.492 0.913 0.439 -0.076
H 1.519 4.437 1.270 0.129
C -1.607 -0.654 -0.063 -0.191
C 0.809 3.658 1.033 0.014
H 2.394 4.280 -0.981 0.128
C -6.711 -0.209 -0.536 -0.060
O 1.082 0.263 1.466 -0.282
H -7.222 -2.215 -1.089 0.105
C -6.426 -1.535 -0.827 -0.063
H 5.023 0.161 -2.805 0.104
H -5.885 1.697 0.031 0.118
C -3.305 1.177 0.214 -0.320
N -0.979 1.671 0.446 0.000
C 2.806 -3.923 1.700 -0.179
C 3.531 1.895 0.283 -0.054
C 1.989 3.280 -1.160 -0.079
H -4.874 -3.015 -0.997 0.119
S 1.028 -0.596 0.302 0.588
C 1.923 -2.070 0.663 -0.610

=====

54
Properties=species:S:1:pos:R:3:lowdin_spin:R:1 method="wB97M-V/def2-TZVPD" total_charge=+1 s_squared=3.78 e_lumo_ha="-0.126 / -0.135" mol_weight_g_mol=527.49 fmax_ev_per_a=2.40 e_above_lowest_ev=0.000 gap_ev="6.317 / 7.080" multiplicity=4
C 0.303 1.154 2.582 0.037
H 1.406 3.966 4.099 0.002
N -0.450 -0.805 1.648 -0.007
H -4.377 2.174 -3.003 0.003
C 0.614 2.033 3.612 0.005
C 2.260 0.565 -1.932 0.054
C -2.269 1.819 -2.846 0.002
C -1.257 1.294 -2.033 0.046
C -1.817 -6.103 0.818 0.000
C -0.667 -2.558 0.364 0.000
C 1.886 1.641 -4.036 0.053
H -0.363 -6.363 -2.229 0.000
H 0.438 1.737 4.637 0.000
H 1.727 4.591 1.704 0.000
C 0.537 1.745 -3.700 0.003
H 2.913 0.087 -1.212 0.004
H -2.336 -6.705 1.552 0.000
C 1.138 3.278 3.309 0.036
N -1.507 0.772 -0.802 0.018
N -2.652 2.901 -5.021 -0.004
C -0.295 -0.865 4.110 0.013
C 1.317 3.629 1.978 0.006
H -1.089 -0.404 4.702 0.004
C -0.487 2.320 -4.540 -0.001
C -1.372 -6.682 -0.364 -0.001
H 0.016 -3.950 -1.809 0.000
H -1.541 -7.735 -0.547 0.000
N -0.837 -2.104 1.603 0.014
C -2.776 0.744 -0.380 0.057
H -2.943 0.309 0.597 0.003
H -4.836 1.175 -0.749 -0.001
C -0.711 -5.911 -1.310 0.000
C -1.594 -4.760 1.060 -0.002
N 0.973 0.665 -1.583 0.023
C -3.829 1.231 -1.138 -0.001
N 0.468 1.507 1.278 0.025
H 3.800 0.935 -3.370 -0.001
H 1.058 2.972 -0.048 0.002
C -1.857 2.350 -4.124 -0.001
N -0.300 2.848 -5.734 -0.004
V 0.060 0.031 0.018 2.368
C 2.750 1.040 -3.139 -0.001
H -1.927 -4.299 1.978 0.000
S -1.735 3.334 -6.269 -0.006
H 2.225 2.023 -4.989 0.003
C 0.118 1.244 -2.462 0.047
H 0.639 -0.766 4.665 0.004
C -0.929 -3.982 0.111 -0.001
O -0.214 -1.789 -0.568 0.023
C -3.583 1.782 -2.383 0.054
C 0.958 2.721 1.002 0.040
H -0.528 -1.916 3.970 0.000
C -0.182 -0.209 2.776 0.082
C -0.495 -4.563 -1.078 -0.001

=====

65
Properties=species:S:1:pos:R:3:lowdin_spin:R:1 method="wB97M-V/def2-TZVPD" s_squared=3.84 e_lumo_ha="-0.092 / -0.075" mol_weight_g_mol=740.92 fmax_ev_per_a=3.90 e_above_lowest_ev=0.257 gap_ev="3.808 / 5.908" multiplicity=4
H -0.854 5.833 1.552 0.000
H 0.333 -3.638 -4.301 0.003
H -2.645 5.030 -2.954 0.002
H -3.440 0.379 1.097 0.005
H -1.614 1.214 2.754 0.006
N -1.591 1.656 -1.490 -0.014
C -1.976 -2.243 1.288 0.004
O 4.016 -3.253 -5.330 0.002
H -0.400 3.647 2.400 0.002
C -2.053 1.728 -2.748 0.028
O 2.739 1.355 -1.853 0.002
H -2.039 0.795 -3.270 0.002
C -1.449 2.818 -0.750 0.008
H -3.910 -0.007 -0.361 0.004
C 2.448 -0.907 -2.529 0.005
C -3.303 -1.747 0.579 0.004
O 1.949 -0.443 1.560 0.005
C 0.353 -1.917 -2.879 -0.003
O 4.347 -0.103 -1.584 -0.004
N 3.242 0.242 -1.963 -0.001
C 3.112 -1.800 -3.320 0.073
C -0.689 0.975 2.251 0.125
O 1.566 -2.445 2.666 0.001
H -3.442 -2.132 -0.456 0.000
Cl 0.672 1.200 7.072 -0.005
C 0.354 0.596 3.120 0.007
O -1.649 -2.170 -3.925 0.349
N -3.172 -0.279 0.322 0.015
H 0.747 -4.050 1.588 0.000
C 1.131 -3.831 2.594 0.000
C 2.322 -2.839 -3.950 0.007
H 1.976 -4.529 2.884 0.000
H -0.865 1.285 4.769 0.002
Tc -1.121 -0.005 -0.401 1.538
O -0.874 -1.675 0.835 0.036
H 4.178 -1.729 -3.453 0.004
H 0.344 -3.871 3.369 0.000
C 2.403 0.536 5.070 0.033
C 0.964 -2.904 -3.736 0.071
N -0.616 1.324 0.955 0.009
C 0.092 0.956 4.441 0.037
C 1.621 0.044 2.793 0.026
O -1.731 -1.114 -1.951 0.090
H 3.222 0.689 5.778 0.002
C -2.392 2.952 -3.288 -0.004
C -0.795 3.771 1.382 0.010
O -2.048 -3.144 2.123 0.002
C -1.801 4.097 -1.265 0.001
C 2.624 0.102 3.749 -0.007
C -1.581 5.213 -0.407 0.008
C -2.254 4.122 -2.568 0.031
N -1.021 -1.809 -2.911 0.328
O 0.677 -0.074 -1.205 0.111
C 1.103 0.882 5.472 -0.006
C -1.092 5.029 0.887 -0.004
H -2.737 3.007 -4.325 -0.001
C 1.095 -0.979 -2.126 0.052
H -4.162 -1.999 1.192 0.000
C -1.002 2.629 0.588 0.003
C 1.849 -1.835 1.486 0.001
O 2.226 -4.525 -5.452 -0.006
H -1.876 6.213 -0.765 0.000
O 1.977 -2.415 0.426 0.001
N 2.906 -3.610 -4.992 -0.001
H 3.605 -0.298 3.466 -0.001

=====

55
Properties=species:S:1:pos:R:3:lowdin_spin:R:1 method="wB97M-V/def2-TZVPD" total_charge=-1 s_squared=2.01 e_lumo_ha="0.071 / 0.042" mol_weight_g_mol=682.59 fmax_ev_per_a=4.64 gap_ev="5.726 / 5.881" multiplicity=3
H 0.673 -1.388 2.271 0.002
C 3.490 3.762 1.865 0.003
H -5.163 -0.740 2.066 0.000
H -2.038 1.296 -1.120 0.001
C -0.741 -2.580 3.209 -0.001
C -0.087 -2.005 2.156 0.024
H 5.682 2.520 -1.060 0.000
H -4.473 -2.293 -1.393 0.000
C 0.068 -1.735 -4.317 0.021
C -4.636 -0.504 0.058 0.012
C -3.374 0.465 1.879 0.015
H -0.312 -2.531 4.272 0.000
H 4.551 0.672 -1.280 0.005
C -4.428 -0.261 1.432 0.000
C 3.914 2.159 0.086 0.001
C -3.828 0.092 -0.896 -0.001
Pt 0.682 0.605 0.593 1.195
C 0.101 -1.445 -1.493 0.009
C 3.671 0.928 -0.615 0.005
C 5.032 2.885 -0.252 0.000
O -5.420 -2.388 -1.171 0.001
C 0.237 -2.727 -2.117 0.024
H 0.019 0.701 -1.915 -0.001
H 2.862 4.042 2.708 0.000
C -1.961 -3.201 2.971 0.026
C 4.709 4.361 1.581 0.000
H 0.105 -1.744 -5.350 0.002
O 2.720 0.182 -0.596 0.069
N 6.583 4.799 0.062 0.000
H 0.313 -3.626 -1.445 0.001
H -3.940 -0.174 -1.924 0.000
H 5.174 5.187 2.133 0.000
C 5.457 4.012 0.473 0.000
O -6.884 -1.277 0.128 0.002
O 7.238 4.415 -0.891 0.000
C -2.752 0.834 -0.405 0.015
C -2.387 -3.360 1.654 -0.003
H -0.090 0.417 -4.288 -0.001
O 1.835 2.240 1.437 0.044
O 6.912 5.783 0.722 0.000
C 0.038 -0.486 -3.676 -0.003
C -5.763 -1.411 -0.267 0.002
S -1.083 1.977 1.416 0.263
C 2.984 2.699 1.077 0.004
H -3.272 -3.837 1.401 -0.001
H -3.296 0.709 2.937 0.001
H 0.389 -3.830 -3.910 -0.001
C -1.778 -2.703 0.588 0.024
N 0.064 -1.199 -0.079 0.184
C -0.655 -1.917 0.816 0.009
H -2.297 -2.665 -0.385 0.001
C 0.031 -0.347 -2.314 0.016
H -2.566 -3.592 3.747 0.002
C -2.542 1.063 0.941 0.031
C 0.229 -2.840 -3.519 -0.001